(1)
# C2H5FO2

One molecule with the formula C2H5FO2 at a distorted geometry (wB97M-V/def2-TZVPD, the Open Molecules 2025 dataset).

The LUMO energy is 0.7 eV. As for the SMILES: CC(O)(O)F. Its HOMO energy is -11.506 eV. The value obtained for the energy above the lowest of the compared OMol25 structures with the same formula, charge and spin is 0.8264 eV. For the largest force on an atom, the calculation gives 7.1 eV/Å.

Geometry (Å):
1 C -0.811 -0.730 0.023
2 C 0.286 0.373 0.019
3 O 1.504 -0.119 0.283
4 O 0.097 1.128 -1.101
5 F -0.079 1.227 1.068
6 H -1.808 -0.412 -0.503
7 H -0.497 -1.644 -0.625
8 H -1.027 -0.915 0.959
9 H 1.715 -0.805 0.911
10 H 0.620 1.895 -1.033

These are the natural (NBO) partial charges, in e, on atoms 1 to 6: C -0.653; C 0.821; O -0.735; O -0.683; F -0.392; H 0.228

---

(2)
# C2H5FOS2

A 2-piece molecular cluster, C2H5FOS2 overall at a distorted geometry (wB97M-V/def2-TZVPD, the Open Molecules 2025 dataset).

The LUMO energy is -0.2 eV. As for the SMILES: COC=S.FS. Its HOMO energy is -9.242 eV. The value obtained for the energy above the lowest of the compared OMol25 structures with the same formula, charge and spin is 0.9426 eV. For the largest force on an atom, the calculation gives 4.9 eV/Å.

Geometry (Å):
1 C -1.571 0.887 -0.348
2 O -1.939 -0.164 0.422
3 C -1.123 -1.135 0.654
4 S 0.163 -1.435 -0.357
5 H -2.133 1.130 -1.357
6 H -0.576 0.745 -0.534
7 H -1.700 1.839 0.221
8 H -1.459 -1.900 1.335
9 F 4.456 0.671 0.012
10 S 3.490 -0.625 0.129
11 H 2.392 -0.013 -0.177

These are the natural (NBO) partial charges, in e, on atoms 1 to 6: C -0.275; O -0.450; C 0.107; S -0.181; H 0.204; H 0.202

---

(3)
# C2H5FS2

One molecule with the formula C2H5FS2 at a distorted geometry (wB97M-V/def2-TZVPD, the Open Molecules 2025 dataset).

The LUMO energy is 0.5 eV. As for the SMILES: C[C@H](F)SS. Its HOMO energy is -9.333 eV. The value obtained for the energy above the lowest of the compared OMol25 structures with the same formula, charge and spin is 0.9582 eV. For the largest force on an atom, the calculation gives 4.1 eV/Å.

Geometry (Å):
1 C 0.741 0.377 0.217
2 C 0.023 -0.875 0.552
3 F -0.180 -1.861 -0.746
4 S -1.739 -0.676 1.141
5 S -2.541 0.295 -0.439
6 H 0.308 1.031 -0.596
7 H 0.705 1.128 1.145
8 H 1.713 0.038 0.082
9 H 0.479 -1.405 1.367
10 H -2.647 -0.878 -1.314

These are the natural (NBO) partial charges, in e, on atoms 1 to 6: C -0.684; C 0.093; F -0.448; S 0.098; S -0.153; H 0.254

---

- Which of these has the highest HOMO energy?
  C2H5FOS2

---

- What is the HOMO energy in the third record?
  -9.333 eV

---

- HOMO energy of number 3 (C2H5FS2)?
  -9.333 eV